1.
Formula: C2H8N4
Source: OMol25
Level of theory: ωB97M-V with the def2-TZVPD basis set

XYZ file:
```
14
C2H8N4 | OMol25 | ωB97M-V with the def2-TZVPD basis set
H 0.850 1.723 0.353
N -0.099 1.323 0.003
C -0.078 0.043 0.060
N 1.101 -0.691 0.028
C 2.377 0.041 -0.052
N -1.187 -0.682 -0.169
N -2.371 -0.047 0.001
H 1.194 -1.714 0.362
H 2.222 1.201 -0.614
H 3.157 -0.706 -0.827
H 2.777 0.053 1.147
H -1.372 -1.689 0.330
H -2.313 0.549 0.812
H -2.423 0.753 -0.645
```

Computed properties:
Orbital gap = 0.35452 Ha
HOMO level = -0.329 hartree
SMILES string = [H]/N=C(\NC)NN
Multiplicity = 1

Here are the Löwdin charges for atoms 1 to 5, given in e: H 0.051; N 0.081; C -0.603; N -0.102; C -0.175

---

2.
Formula: C2H8N4
Source: OMol25
Level of theory: ωB97M-V with the def2-TZVPD basis set

XYZ file:
```
14
C2H8N4 | OMol25 | ωB97M-V with the def2-TZVPD basis set
H -1.605 -1.768 -2.702
N -0.715 -1.336 -2.472
C -0.912 -0.206 -1.918
N 0.106 0.696 -1.759
H -1.873 0.120 -1.514
H 0.114 1.247 -0.910
H 0.997 0.329 -2.061
H 1.610 1.712 2.811
N 1.446 1.160 1.977
C 0.531 0.311 2.213
N 0.058 -0.520 1.242
H 0.039 0.216 3.182
H 0.619 -0.597 0.408
H -0.416 -1.366 1.503
```

Computed properties:
Orbital gap = 0.37858 Ha
HOMO level = -0.347 hartree
SMILES string = [H]/N=C/N.[H]/N=C/N
Multiplicity = 1

Here are the Löwdin charges for atoms 1 to 5, given in e: H 0.025; N 0.047; C -0.421; N 0.058; H 0.113

---

3.
Formula: C2H8N4
Source: OMol25
Level of theory: ωB97M-V with the def2-TZVPD basis set

XYZ file:
```
14
C2H8N4 | OMol25 | ωB97M-V with the def2-TZVPD basis set
C 0.723 -0.204 0.005
C 1.933 0.671 0.000
N -2.675 0.517 -0.280
N 0.861 -1.583 0.120
N -0.492 0.301 0.034
N -1.608 -0.403 -0.010
H -0.508 1.273 -0.346
H -3.218 0.145 -1.053
H -3.291 0.528 0.530
H -0.043 -2.022 0.250
H 1.579 -1.902 0.756
H 1.806 1.494 -0.705
H 2.127 1.099 0.992
H 2.806 0.086 -0.293
```

Computed properties:
Orbital gap = 0.27538 Ha
HOMO level = -0.240 hartree
Multiplicity = 1

Here are the Löwdin charges for atoms 1 to 5, given in e: C -0.416; C -0.037; N -0.068; N 0.116; N -0.059

---

4.
Formula: C2H8N4
Source: OMol25
Level of theory: ωB97M-V with the def2-TZVPD basis set

XYZ file:
```
14
C2H8N4 | OMol25 | ωB97M-V with the def2-TZVPD basis set
H 1.027 -0.802 -2.656
N 0.725 -0.272 -1.848
C 1.671 0.419 -1.346
N 1.595 0.966 -0.116
H 2.636 0.546 -1.844
H 0.752 0.862 0.429
H 2.097 1.802 0.136
H -3.093 0.846 0.871
N -2.103 0.680 0.700
C -1.713 -0.364 1.308
N -0.485 -0.941 1.008
H -2.336 -0.890 2.034
H -0.298 -0.948 0.002
H -0.475 -1.903 1.322
```

Computed properties:
Orbital gap = 0.37769 Ha
HOMO level = -0.337 hartree
SMILES string = [H]/N=C/N.[H]/N=C/N
Multiplicity = 1

Here are the Löwdin charges for atoms 1 to 5, given in e: H 0.032; N 0.043; C -0.390; N 0.081; H 0.113

---

5.
Formula: C2H8N4O
Source: OMol25
Level of theory: ωB97M-V with the def2-TZVPD basis set

XYZ file:
```
15
C2H8N4O | OMol25 | ωB97M-V with the def2-TZVPD basis set
H -2.447 0.807 0.635
N -1.664 0.399 0.104
C -1.984 0.307 -1.164
N -1.062 -0.135 -2.070
H -2.971 0.587 -1.543
H -1.423 -0.447 -2.972
H -0.254 -0.602 -1.694
N 1.617 -1.043 1.856
C 1.904 -0.127 0.865
N 1.131 1.024 0.903
O 2.783 -0.328 0.025
H 0.741 -0.999 2.305
H 2.076 -1.954 1.692
H 1.446 1.673 0.184
H 0.109 0.837 0.875
```

Computed properties:
Orbital gap = 0.36679 Ha
HOMO level = -0.341 hartree
SMILES string = [H]/N=C/N.NC(N)=O
Multiplicity = 1

Here are the Löwdin charges for atoms 1 to 5, given in e: H 0.046; N 0.022; C -0.337; N 0.080; H 0.117

---

6.
Formula: C2H8N4S
Source: OMol25
Level of theory: ωB97M-V with the def2-TZVPD basis set

XYZ file:
```
15
C2H8N4S | OMol25 | ωB97M-V with the def2-TZVPD basis set
C -8.832 -0.904 -0.628
C -6.981 -1.182 0.472
N -8.016 -1.769 -0.205
N -8.309 0.311 -0.143
N -7.075 0.136 0.517
N 15.930 0.120 -0.177
S -8.665 1.974 -0.150
H -9.773 -1.067 -1.066
H 16.159 -0.653 0.326
H -6.255 -1.809 0.922
H -7.176 2.090 -0.034
H 16.843 0.614 -0.176
H 15.049 0.486 0.266
H 15.989 -0.370 -1.123
H -8.889 2.024 1.198
```

Computed properties:
Charge = +2
Orbital gap = 0.35435 Ha
HOMO level = -0.586 hartree
Multiplicity = 1

Here are the Löwdin charges for atoms 1 to 5, given in e: C -0.101; C -0.120; N 0.105; N -0.471; N 0.037

---

7.
Formula: C2H8N4S2
Source: OMol25
Level of theory: ωB97M-V with the def2-TZVPD basis set

XYZ file:
```
16
C2H8N4S2 | OMol25 | ωB97M-V with the def2-TZVPD basis set
C -2.008 2.168 -0.244
N -0.882 1.663 0.526
N 0.040 0.999 -0.244
C 0.382 -0.231 0.366
N 1.503 -0.838 0.201
S 2.912 0.151 -0.242
N -0.695 -1.099 0.767
S -2.024 -1.510 -0.336
H -2.160 1.466 -1.151
H -1.700 3.247 -0.447
H -2.870 2.324 0.591
H -1.103 0.879 1.203
H 0.881 1.669 -0.388
H 4.027 -0.844 -0.012
H -0.016 -1.807 1.310
H -1.277 -1.882 -1.347
```

Computed properties:
Orbital gap = 0.31873 Ha
HOMO level = -0.306 hartree
SMILES string = CNN/C(=N\S)NS
Multiplicity = 1

Here are the Löwdin charges for atoms 1 to 5, given in e: C -0.148; N -0.201; N -0.051; C -0.636; N -0.320

---

8.
Formula: C2H8N5O2
Source: OMol25
Level of theory: ωB97M-V with the def2-TZVPD basis set

XYZ file:
```
17
C2H8N5O2 | OMol25 | ωB97M-V with the def2-TZVPD basis set
C 0.833 0.613 -0.168
C -1.009 1.765 -1.240
N 1.888 1.117 0.058
N 0.934 -1.430 -0.006
N -0.452 0.775 -0.345
N 0.924 -2.101 1.071
N -1.388 0.028 0.369
O -0.055 -1.728 1.865
O 1.619 -2.998 1.350
H -1.512 1.141 -1.958
H -1.568 2.473 -0.688
H -0.157 2.086 -1.727
H 2.751 0.639 -0.051
H 1.747 -1.634 -0.734
H -1.978 0.674 0.919
H -0.518 -0.946 1.434
H -2.059 -0.475 -0.149
```

Computed properties:
Charge = +1
Orbital gap = 0.39035 Ha
HOMO level = -0.549 hartree
Multiplicity = 1

Here are the Löwdin charges for atoms 1 to 5, given in e: C -0.182; C 0.044; N 0.297; N 0.112; N -0.183

---

9.
Formula: C2H8N6
Source: OMol25
Level of theory: ωB97M-V with the def2-TZVPD basis set

XYZ file:
```
16
C2H8N6 | OMol25 | ωB97M-V with the def2-TZVPD basis set
N 0.807 -1.186 -2.933
C 0.501 -0.995 -1.846
N 0.124 -1.126 -0.649
N -0.145 -2.367 -0.220
C 0.034 0.006 0.253
N -0.192 -0.404 1.458
N -0.016 1.096 -0.389
N -0.052 2.445 0.116
H 1.149 -1.436 -3.848
H 0.560 -3.030 0.022
H -1.037 -2.786 -0.366
H -0.448 -1.308 1.431
H -0.251 0.180 2.301
H 0.661 2.564 0.881
H -0.909 2.626 0.637
H 0.056 3.150 -0.720
```

Computed properties:
Charge = +2
Orbital gap = 0.40818 Ha
HOMO level = -0.693 hartree
SMILES string = N=C=[N+](N)/C(N)=N/[NH3+]
Multiplicity = 1

Here are the Löwdin charges for atoms 1 to 5, given in e: N 0.440; C -0.043; N -0.057; N 0.141; C -0.365

---

10.
Formula: C2H8N6
Source: OMol25
Level of theory: ωB97M-V with the def2-TZVPD basis set

XYZ file:
```
16
C2H8N6 | OMol25 | ωB97M-V with the def2-TZVPD basis set
C 0.133 -3.185 -0.412
C 0.595 3.263 0.708
N -0.466 -3.602 0.528
N 1.375 3.142 1.600
N -0.417 3.429 -0.048
N 0.512 -3.184 -1.601
N -0.786 -3.539 1.733
N -0.422 3.514 -1.413
H 2.065 2.404 1.857
H -1.474 3.334 0.327
H 0.557 -2.300 -2.146
H 0.919 -3.884 -2.131
H -1.726 -3.623 2.037
H -0.096 -3.789 2.445
H -1.242 4.065 -1.656
H 0.472 3.955 -1.827
```

Computed properties:
Charge = +2
Orbital gap (spin up / spin down) = 0.25558 / 0.24354 Ha
HOMO level (spin up / spin down) = -0.500 / -0.633 hartree
Multiplicity = 3

Here are the Löwdin charges for atoms 1 to 5, given in e: C -0.052; C -0.190; N 0.087; N 0.245; N -0.006

---

11.
Formula: C2H8NO
Source: OMol25
Level of theory: ωB97M-V with the def2-TZVPD basis set

XYZ file:
```
12
C2H8NO | OMol25 | ωB97M-V with the def2-TZVPD basis set
O -2.615 1.527 -1.498
H -2.431 2.475 -1.504
C 1.300 -0.165 1.032
C 0.644 -0.715 -0.225
N -0.792 -0.583 -0.262
H 0.987 0.864 1.211
H 2.397 -0.192 0.951
H 1.033 -0.740 1.927
H 0.891 -1.766 -0.386
H 1.056 -0.164 -1.083
H -1.221 0.194 -0.784
H -1.249 -0.733 0.622
```

Computed properties:
Charge = -1
Orbital gap = 0.23482 Ha
HOMO level = -0.088 hartree
Multiplicity = 1

Here are the Löwdin charges for atoms 1 to 5, given in e: O -0.639; H -0.216; C -0.141; C -0.383; N -0.025

---

12.
Formula: C2H8NO
Source: OMol25
Level of theory: ωB97M-V with the def2-TZVPD basis set

XYZ file:
```
12
C2H8NO | OMol25 | ωB97M-V with the def2-TZVPD basis set
O -0.226 1.372 -2.036
H -1.157 1.296 -1.826
C 0.229 -1.450 0.110
N -0.179 -0.128 0.374
C 0.199 0.168 1.688
H -0.035 -2.171 0.949
H -0.052 -1.943 -0.823
H 1.338 -1.627 0.296
H 0.197 0.840 -1.319
H -0.022 1.217 1.943
H 1.291 0.072 1.911
H -0.312 -0.425 2.484
```

Computed properties:
Charge = -1
Orbital gap = 0.23527 Ha
HOMO level = -0.056 hartree
Multiplicity = 1

Here are the Löwdin charges for atoms 1 to 5, given in e: O -0.154; H -0.006; C -0.366; N -0.303; C -0.375